Record 1
ORCA calculation (the ωB97M-V functional and the def2-TZVPD basis) on a molecular structure, C35H87Cu2N6O14 at a distorted geometry.

Structure (XYZ):
```
144
C35H87Cu2N6O14, DFT the ωB97M-V functional and the def2-TZVPD basis
H 0.21 1.11 -7.13
H -1.22 -3.58 -6.50
H 1.32 -4.61 -0.40
O 2.72 -1.60 -0.39
H 1.74 0.26 -1.97
O 5.10 0.35 4.79
H -0.33 -7.24 -4.05
H 0.30 2.61 1.67
H 0.16 -3.89 6.88
C -5.01 3.00 1.67
H 4.17 1.78 5.94
O 0.45 -0.49 2.36
H -2.08 -3.49 -4.27
H -5.71 2.33 1.16
H 2.42 -2.39 6.92
H 3.19 -1.03 4.85
C 1.33 -2.22 -5.95
C -0.24 -2.92 7.19
N -0.64 1.41 -2.17
C 4.20 1.41 4.90
C 1.20 -4.44 -3.04
H 1.24 -0.70 0.34
H -2.87 -3.66 -7.07
H -5.29 -1.56 0.09
N 1.06 4.52 1.97
O 1.07 -2.72 -4.66
C -5.13 2.76 3.16
C -3.08 -0.96 -4.04
O 0.44 -1.86 6.50
O 2.77 3.79 -0.22
C 1.48 -3.60 -0.78
H -1.75 -1.41 -5.66
O -4.89 1.36 3.33
H 1.88 6.40 3.81
H -3.69 -1.62 -0.71
H 2.39 -2.26 -6.21
C 0.39 1.59 -3.16
H 6.50 1.16 6.17
H -3.67 0.47 -1.34
H -6.68 0.97 4.37
H -0.16 -2.77 8.26
H 0.96 -0.51 -3.34
C 0.67 2.03 -6.75
C -0.95 -7.05 -4.92
O -1.36 0.42 1.37
H 2.62 3.58 -2.31
C -2.16 -5.40 -6.01
H 6.86 1.43 4.46
H 4.78 -1.65 -0.25
H -0.08 4.10 3.64
Cu -3.08 0.87 2.36
H 1.82 5.10 1.63
H -0.13 7.10 6.83
H 1.75 2.03 -0.17
H -3.15 -5.81 -5.81
H 2.23 0.62 -3.68
C 1.41 0.43 -2.99
C 0.26 7.19 5.82
C 6.42 0.71 5.17
H -3.04 3.44 1.34
H -1.84 -7.67 -4.91
H -5.21 1.03 -0.65
Cu 0.50 -1.14 4.47
H -6.11 3.07 3.52
O 0.99 1.91 -5.37
H -0.34 -7.32 -5.79
C 1.21 3.17 1.46
H 1.59 2.18 -7.31
H 4.51 2.31 4.35
H -4.36 3.36 3.65
H 2.18 -2.77 -2.49
H 0.74 3.42 -0.63
H -5.30 1.28 5.39
H -0.72 0.84 -4.84
H -0.47 7.75 5.23
H 0.93 -4.74 -5.10
C -4.15 0.88 -0.45
C 2.40 -2.87 0.19
H -2.19 -2.54 -2.05
C -0.22 -0.16 1.37
C 1.51 -4.06 -4.46
H 0.87 2.53 -2.86
H -5.37 -0.26 4.48
H -3.87 -2.09 0.98
H 4.10 4.31 -1.67
H 3.87 2.59 -1.52
O -1.26 -5.66 -4.94
N -2.70 -3.21 -5.02
H 1.04 -1.17 -5.95
C -3.45 2.18 -0.08
H 3.92 -1.00 1.21
C 1.72 -1.56 7.07
N 2.06 -3.70 -2.10
H 4.04 -0.04 -0.25
H 0.15 6.56 3.38
N -3.62 2.60 1.33
H 0.00 2.88 -6.91
H -0.78 2.63 -4.64
H -3.48 -1.56 -5.99
O -2.03 -0.73 -3.08
H 0.77 -2.75 -6.73
H -3.82 2.96 -0.76
C -5.60 0.80 4.45
H -3.96 -1.38 -3.54
H -1.28 -2.84 6.89
H -5.19 4.04 1.42
C 0.89 4.55 3.40
H 1.64 -1.47 8.16
O 0.32 -0.40 0.16
H 1.20 7.76 5.87
C 1.58 3.11 0.00
H -3.37 0.05 -4.35
H -1.19 0.53 -2.40
H -0.89 -2.46 -3.26
H 1.90 -2.69 1.15
N 2.46 -0.35 5.03
H -2.38 2.14 -0.32
C -1.44 -1.89 -2.51
C 3.93 -1.06 0.12
H 7.01 -0.20 5.15
H 2.56 -4.18 -4.75
C -2.71 -1.78 -5.25
H 3.31 -3.46 0.34
H 1.68 0.57 6.79
H 1.67 3.96 3.92
H 3.29 -0.14 6.93
C -4.22 -1.40 0.21
C -2.23 -3.90 -6.22
C 3.34 3.56 -1.49
O -3.93 -0.05 0.60
H 1.46 -5.50 -2.94
H 0.48 -3.13 -0.79
H 2.09 1.69 4.52
C 2.29 -0.29 6.50
C -0.14 1.74 -4.58
C 0.88 5.96 3.93
H 0.12 -4.33 -2.86
H -0.76 -1.56 -1.73
H -0.20 1.28 -1.25
H -1.80 -5.86 -6.95
H 2.02 2.69 2.05
C 2.86 0.92 4.42
O 0.47 5.90 5.28
H 2.87 0.74 3.34
```

Spin multiplicity: 3
Energy: -164560.496 eV
E_LUMO (spin up / spin down): -8.00 / -10.90 eV
Charge: +3

---

Record 2
ORCA calculation (the ωB97M-V functional and the def2-TZVPD basis) on 7 unconnected molecules or ions with the total composition C35H87FN7O4 at a distorted geometry.

Structure (XYZ):
```
134
C35H87FN7O4, DFT the ωB97M-V functional and the def2-TZVPD basis
H 6.25 -1.56 -2.63
H 1.00 2.81 -0.24
H 2.94 -4.76 4.94
O -3.09 0.17 1.97
H 2.34 5.94 -1.47
H -8.15 -3.46 -0.79
C 1.55 -2.18 -0.40
C -5.09 -2.43 -1.37
H 7.27 -0.27 0.92
H -2.68 -0.66 -3.97
H 3.67 -2.21 5.60
H 2.56 -3.60 7.10
H 1.25 -5.04 4.71
H -2.80 3.60 3.26
H -5.62 3.81 -0.02
C -2.76 -2.10 -0.83
H 1.33 5.30 0.97
C 2.47 -3.30 0.24
H 6.89 1.34 0.15
C 7.41 -0.27 -1.30
C -5.48 4.24 2.67
H -6.81 -4.10 -3.45
H 4.48 -3.71 -0.44
C -1.06 1.38 -6.06
H -0.17 -1.93 5.62
H 3.37 2.48 -0.53
H -2.79 4.88 2.01
C 1.94 4.39 0.96
C 2.46 4.86 -1.46
H -0.95 -2.02 3.07
H 7.51 0.48 -2.08
H -0.19 -3.50 4.94
C 2.03 -4.29 4.58
H 2.45 -0.34 -0.16
C -0.90 1.64 -3.62
H -2.25 3.28 1.57
H -5.35 3.84 3.68
H 0.68 -0.29 -5.04
H 1.10 -2.64 -1.28
H -5.27 5.30 2.60
H -1.26 2.64 -3.87
C -4.65 2.01 1.84
H 3.17 4.66 -2.26
H -2.50 1.18 -2.16
H 2.53 -0.89 5.26
C -2.94 3.82 2.21
H 0.85 1.42 1.57
H 2.87 -3.19 -2.41
N 1.72 -2.97 5.31
H 0.78 -1.86 0.30
H -2.00 -2.84 -0.57
H 0.93 -4.06 6.96
H -2.99 1.59 0.36
H -8.57 -3.80 -3.38
H -3.59 -4.38 0.73
C -5.64 -4.26 -0.17
H -6.26 -5.01 0.31
H 4.27 -2.35 0.77
H -5.10 -1.70 -2.16
H -2.62 -1.28 -0.13
H -0.51 0.26 -0.74
H 2.48 -3.50 1.31
H -1.26 2.15 -1.57
O 0.84 -0.97 2.95
C -4.33 -3.92 0.09
C 6.27 -1.30 -1.57
H 0.50 -0.55 2.15
C 4.82 -0.70 -1.29
C -4.67 4.19 0.35
N 3.05 4.53 -0.08
H -2.15 0.11 1.75
H -4.74 1.76 2.89
H 1.95 -0.69 -1.83
H -1.63 2.30 -5.95
H 4.49 -0.13 -2.16
H -2.70 -1.72 -1.85
H 4.88 3.60 -0.74
C 3.89 -2.84 -0.12
H 2.14 -4.11 3.51
H -6.45 4.22 2.18
H -3.91 3.97 -0.40
H 4.47 3.21 0.79
C -1.42 1.26 -2.19
H 0.48 -3.00 2.72
N -4.01 -2.76 -0.66
H -5.63 1.89 1.39
H 0.12 3.37 1.18
N -4.38 3.54 1.75
O -0.74 0.13 -1.66
C -0.31 -0.67 -4.78
H -1.42 0.88 -6.96
H 2.92 -2.05 3.95
H -7.98 -5.19 -2.76
H -4.74 5.28 0.33
C 0.11 -2.13 3.27
C 3.86 5.76 0.52
O 1.60 2.01 1.59
H -0.33 -1.14 -3.79
C 3.61 -2.43 -2.65
H 0.17 1.85 -3.63
C 1.11 3.11 0.80
H -4.37 0.56 0.42
H 2.11 -4.22 -0.22
H -0.58 -1.40 -5.53
H 4.72 5.94 -0.12
C 7.41 0.39 0.07
H 1.55 4.26 -1.51
C 2.79 -1.92 5.02
C -7.47 -3.20 -1.60
C -3.71 1.15 1.05
C 0.29 -2.53 4.83
H -3.37 0.85 -4.55
F -0.58 0.36 1.12
C -7.70 -4.14 -2.82
H 4.14 5.40 1.51
H -7.68 -2.18 -1.92
C 3.99 3.31 -0.18
H 3.25 6.65 0.61
C -2.66 0.05 -4.80
C 1.60 -3.20 6.79
N -1.22 0.56 -4.77
H 0.02 1.49 -6.16
N 3.74 -1.76 -1.29
H 4.68 -0.18 -0.34
H 2.49 4.17 1.87
H -2.81 -0.36 -5.80
H 1.32 -2.29 7.33
H 6.17 -2.06 -0.80
H 8.42 0.77 0.27
C 2.40 -1.11 -0.93
H 8.37 -0.76 -1.21
H 4.52 -2.99 -2.87
H 3.32 -1.69 -3.40
N -6.11 -3.33 -1.08
```

Spin multiplicity: 2
Energy: -58972.812 eV
E_LUMO (spin up / spin down): -15.18 / -19.50 eV
Charge: +6

---

Record 3
ORCA calculation (the ωB97M-V functional and the def2-TZVPD basis) on 8 unconnected molecules or ions with the total composition C35H91N5O13 at a distorted geometry.

Structure (XYZ):
```
144
C35H91N5O13, DFT the ωB97M-V functional and the def2-TZVPD basis
H -5.89 -3.97 -3.41
N 0.28 2.42 0.14
H 2.28 1.84 0.18
C 2.16 3.96 0.66
C 1.28 -4.03 0.73
H 0.16 -1.82 -0.77
H 4.90 -0.90 -1.55
H 4.04 -1.10 2.01
C -2.52 -4.69 -0.11
H -3.49 -2.35 0.35
H 0.61 -3.48 1.42
H -5.45 -2.45 -1.50
C 2.45 -0.21 -2.65
C -0.67 3.45 -0.34
C -2.12 3.12 0.03
C 1.54 -3.16 -0.47
C 4.33 0.01 -1.26
H -2.11 5.08 1.66
H -5.96 2.86 0.93
H -5.56 0.04 3.81
C 6.45 0.33 6.16
C 2.53 -0.42 -5.71
H -1.43 -0.01 1.90
H 1.72 3.10 -1.10
H 1.82 4.48 3.87
H -0.77 4.08 2.26
C -6.75 2.48 1.54
H 3.47 -2.08 -2.94
H -1.46 0.58 -1.89
H 4.18 -0.41 -7.06
O -6.61 1.09 1.53
H 3.59 -3.22 -6.70
H 1.99 -2.09 -3.70
H -6.72 2.95 2.52
O 0.13 -0.31 0.44
H -1.43 -0.64 4.38
H -5.30 1.80 3.62
H -4.70 -1.23 -3.48
H -2.38 -0.98 -3.53
O -1.09 1.44 4.50
H 0.04 1.41 -2.34
C -3.94 -3.04 -3.83
H -1.36 0.02 6.03
H 2.74 0.35 -7.83
H -4.63 1.22 1.14
C -7.32 -2.74 -5.00
O -2.30 2.98 1.42
H 1.78 4.92 0.28
H 5.65 -0.34 5.89
H 0.78 -4.96 0.47
H 4.25 -0.49 -4.67
H 1.90 -0.44 -1.71
H 1.60 -0.95 -5.69
N 3.44 -1.08 -4.82
H -7.88 -1.85 -5.31
H -3.37 1.36 5.49
H -3.72 -0.41 5.31
H -3.42 -3.83 -3.27
H 0.58 2.26 3.65
H 4.81 0.47 4.01
H -2.82 -5.76 -0.16
O -3.58 -4.05 -0.81
H -1.54 -4.58 -0.58
H 0.87 0.90 4.88
C 3.32 -0.33 2.32
H 4.82 -2.20 -7.55
H 0.22 0.58 3.20
H 3.62 -0.35 -0.53
C 5.66 2.26 3.59
H 3.26 3.97 0.48
C -0.60 -0.04 -3.78
H -1.88 -0.63 0.29
C -5.29 0.66 1.81
C 2.82 -1.39 -3.52
H 0.09 0.64 0.21
H -5.14 -0.38 1.51
H -2.51 -4.36 0.93
H 2.14 -3.77 -1.14
C 0.27 1.27 4.05
O 3.58 0.58 -2.30
H -0.66 3.53 -1.44
H 7.53 1.49 4.33
H 2.45 -0.33 1.64
H 4.38 1.21 1.32
H -7.74 -3.16 -4.09
H -2.42 2.16 -0.39
C -5.27 -3.58 -4.22
H -7.76 2.70 1.13
C 6.71 2.15 4.67
H 1.60 -2.08 2.94
O 1.81 3.77 2.02
H 4.98 0.78 -0.87
H -2.42 -2.35 -1.06
C 3.99 1.01 2.34
H -3.26 -2.75 -4.64
H 3.77 -3.34 -8.49
C -1.88 4.11 2.14
C -0.91 1.00 -2.75
H 1.87 -2.10 4.70
H 6.63 0.25 7.24
N -4.03 -1.83 -2.98
H -2.96 1.21 2.98
H 2.96 5.32 2.83
H -1.11 -1.64 1.49
H -2.33 4.03 3.11
C -1.09 -0.65 1.04
H 0.01 -0.82 -3.33
C 1.69 2.71 -0.07
C 3.08 -0.47 -7.19
C -3.18 0.45 4.89
H 2.34 0.64 -5.51
H -5.17 -4.45 -4.92
H -4.63 -0.93 -1.28
H 2.20 -4.27 1.28
H 7.12 3.15 4.78
C -1.70 0.22 5.01
C 3.83 -2.69 -7.62
H 3.22 1.78 2.58
H -0.46 4.47 0.01
N -3.57 0.59 3.49
H 4.86 2.92 3.97
H -0.09 0.42 -4.65
H 3.14 -2.63 3.59
C 1.94 4.88 2.85
H -1.50 1.81 -3.18
N 5.18 0.93 3.19
H 6.00 2.75 2.69
O 0.43 -2.68 -1.21
C -4.49 -1.97 -1.60
H 2.18 -2.37 -0.11
H 1.20 5.65 2.62
C -4.97 0.79 3.29
H -7.48 -3.55 -5.76
H 1.80 0.45 -3.28
C -3.42 -2.63 -0.72
O 2.86 -0.62 3.62
O -5.98 -2.46 -4.82
O 2.87 -1.67 -7.88
H -2.83 3.83 -0.41
O 6.16 1.68 5.88
H 7.40 0.00 5.69
H 0.13 2.39 1.14
O -1.77 -0.72 -4.28
C 2.32 -1.92 3.72
```

Spin multiplicity: 1
Energy: -71831.028 eV
E_LUMO: 0.46 eV
Charge: 0
SMILES: COCCNCCOC.COCCNCCOC.COCCNCCOC.COCCNCCOC.COCCNCCOC.CCO.CCO.CO